{"formula": "C28H31N5O3S4Yb", "method": "ωB97M-V/def2-TZVPD", "species": ["Yb", "S", "S", "S", "S", "O", "O", "O", "N", "N", "N", "N", "N", "C", "C", "C", "C", "C", "C", "C", "C", "C", "C", "C", "C", "C", "C", "C", "C", "C", "C", "C", "C", "C", "C", "C", "C", "C", "C", "C", "C", "H", "H", "H", "H", "H", "H", "H", "H", "H", "H", "H", "H", "H", "H", "H", "H", "H", "H", "H", "H", "H", "H", "H", "H", "H", "H", "H", "H", "H", "H", "H"], "coordinates": [[0.0015, 0.0950, -0.4280], [-4.7925, 0.0381, -0.9465], [0.3571, 0.1169, -3.0229], [2.1838, 0.7589, -2.5921], [0.9267, 2.6973, 0.6193], [0.1268, -1.1082, -2.1981], [0.1627, -0.0874, -4.4360], [-0.4920, 1.1804, -2.4147], [-1.5142, -1.9297, 0.3224], [2.1373, -1.1469, 0.2931], [0.0961, -0.0711, 1.9156], [1.3257, 3.6233, -1.8738], [1.8541, 5.0345, -0.2602], [4.4319, -0.7995, -0.4326], [2.1263, 5.7908, -1.4637], [5.5960, -2.5172, -1.6679], [-0.6151, 0.3252, 2.9713], [3.2822, -1.6045, -0.4023], [4.4780, 0.5328, 0.2717], [-2.7991, -1.6847, -0.0204], [1.8997, 5.5931, 1.0548], [1.1198, -0.8459, 2.4190], [1.0186, -0.9210, 3.8213], [2.1100, -1.3757, 1.5714], [1.5097, -4.0681, -2.3214], [4.4648, -3.3084, -1.6243], [-2.3305, 0.7680, -0.2617], [1.9610, 4.7280, -2.5684], [2.1125, -3.7873, -0.9466], [-0.0901, -0.1690, 4.1708], [-3.0743, 1.9293, -0.6322], [-3.4301, -3.9401, 0.5280], [-2.1279, -4.1516, 0.9712], [4.8886, 1.6828, -0.6461], [-1.2198, -3.1163, 0.8343], [5.5665, -1.2666, -1.0801], [1.3832, 3.8007, -0.5500], [-4.3608, 1.6937, -1.0116], [-3.7718, -2.6983, 0.0506], [-3.1345, -0.3415, -0.3895], [3.3029, -2.8669, -1.0064], [5.8883, 1.5389, -1.0478], [3.4917, 0.7705, 0.6770], [5.1849, 0.4517, 1.1098], [3.1362, 6.2156, -1.4306], [2.8943, 5.9890, 1.2691], [6.4565, -0.6520, -1.0959], [1.1288, -3.1432, -2.7471], [1.4221, 2.6585, -2.2537], [1.3328, -3.3364, -0.3328], [1.3352, 5.0771, -3.3942], [-1.4789, 0.9541, 2.8382], [-0.4711, 0.0156, 5.1608], [2.9038, -1.9711, 2.0430], [1.1611, 6.3907, 1.1850], [-2.6665, 2.9298, -0.6066], [-0.1958, -3.2401, 1.1699], [2.4264, -4.7296, -0.4839], [4.1863, 1.7389, -1.4752], [-4.7808, -2.4683, -0.2551], [4.4795, -4.2981, -2.0633], [2.2463, -4.4975, -2.9977], [1.6933, -1.4471, 4.4751], [0.6775, -4.7641, -2.2268], [6.4996, -2.8822, -2.1402], [1.6804, 4.7802, 1.7459], [4.8633, 2.6170, -0.0865], [-4.1619, -4.7348, 0.5638], [-5.0974, 2.3992, -1.3502], [1.4078, 6.6174, -1.5643], [2.9273, 4.4076, -2.9718], [-1.8294, -5.0907, 1.4139]], "atomic_forces_ev_per_a": [[-0.26, 0.69, 2.37], [0.78, 0.02, 0.19], [0.55, 1.05, -2.88], [0.59, -0.52, 0.05], [-0.20, -0.73, 0.29], [-0.22, -0.95, -0.24], [-0.25, -0.19, 0.41], [-0.39, -0.35, 0.10], [-0.29, 0.41, -0.47], [-0.60, 0.01, 0.51], [0.46, -0.06, 0.12], [0.10, 0.15, 0.15], [0.06, -0.17, -0.23], [-0.14, -0.03, 0.09], [-0.02, 0.16, -0.08], [0.02, -0.07, -0.09], [-0.20, 0.12, -0.04], [0.53, -0.25, -0.15], [-0.10, 0.11, -0.01], [0.11, -0.74, 0.27], [0.02, 0.02, 0.17], [-0.45, 0.11, 0.54], [0.31, -0.21, -0.36], [0.42, 0.00, -0.39], [-0.01, 0.04, 0.08], [0.03, 0.01, -0.05], [0.05, -0.63, -0.01], [0.09, 0.12, -0.16], [-0.13, 0.04, -0.16], [-0.15, 0.09, 0.09], [-0.26, 0.02, 0.00], [0.21, 0.02, 0.02], [-0.04, 0.02, -0.01], [-0.06, -0.15, 0.18], [0.21, -0.26, 0.16], [0.04, -0.02, 0.07], [-0.10, 0.00, -0.30], [-0.03, -0.08, 0.03], [0.22, 0.18, -0.03], [-0.65, 1.03, -0.25], [-0.22, 0.05, 0.21], [0.14, 0.05, -0.07], [0.17, -0.05, 0.07], [-0.16, 0.09, -0.03], [-0.12, 0.00, -0.05], [0.03, 0.05, 0.00], [0.06, 0.08, 0.01], [0.02, 0.00, -0.10], [-0.21, 0.28, 0.18], [0.14, -0.14, 0.07], [0.13, -0.01, 0.08], [-0.14, 0.08, -0.05], [-0.05, 0.01, 0.06], [-0.04, 0.12, -0.10], [0.00, 0.01, -0.02], [0.08, 0.07, -0.08], [0.01, -0.02, -0.03], [-0.10, 0.04, 0.08], [0.08, 0.16, -0.03], [-0.08, -0.08, -0.02], [-0.01, -0.06, -0.04], [0.06, -0.05, -0.09], [0.07, -0.08, 0.07], [-0.08, -0.09, -0.05], [0.01, 0.02, -0.03], [0.01, 0.18, 0.10], [0.02, 0.15, -0.05], [-0.07, -0.04, 0.07], [-0.09, 0.22, -0.02], [0.09, -0.09, -0.04], [-0.04, 0.07, -0.01], [0.07, -0.02, -0.04]], "lowdin_charge": [1.418, 0.961, 0.044, 0.401, 0.678, -0.513, -0.364, -0.509, 0.060, -0.003, -0.104, 0.002, -0.179, -0.197, -0.123, -0.090, -0.190, -0.224, -0.203, -0.296, -0.080, -0.359, -0.072, -0.105, -0.084, -0.054, -0.253, -0.130, -0.197, -0.114, -0.232, -0.077, -0.072, -0.111, -0.133, -0.054, -0.791, -0.455, -0.046, -0.518, -0.168, 0.060, 0.076, 0.117, 0.117, 0.087, 0.103, 0.057, -0.036, 0.067, 0.116, 0.097, 0.077, 0.146, 0.090, 0.085, 0.097, 0.113, -0.005, 0.073, 0.107, 0.064, 0.089, 0.069, 0.094, 0.030, 0.067, 0.101, 0.045, 0.119, 0.118, 0.094], "e_lumo_ev": 2.48, "energy_ha": -4336.7607, "total_charge": -1, "e_homo_ev": -5.006, "multiplicity": 2}